Formula: C28H41N5O4SeSiSr
Source: the Open Molecules 2025 dataset
Level of theory: the ωB97M-V functional and the def2-TZVPD basis

Results
Energy: -4388.08441 hartree
Charge: -2
2S+1: 1
Lowest unoccupied orbital energy: 4.29 eV
Energy relative to the best compared isomer or geometry (same formula, charge and spin): 1.7987 eV
Orbital gap: 5.741 eV

CARTESIAN COORDINATES (ANGSTROEM)
Sr (-1.09721, -0.72229, -0.92443)
O (-1.62500, -1.01571, -5.20546)
C (-1.59448, -1.16854, -3.98325)
O (-0.69989, -0.81847, -3.18485)
C (-2.81341, -1.84194, -3.32660)
C (-3.86485, -2.44137, -4.01629)
C (-4.91004, -2.97769, -3.28013)
C (-4.87851, -2.90177, -1.89586)
C (-3.79100, -2.27725, -1.29451)
N (-2.81052, -1.77304, -2.01241)
C (-3.64360, -2.07715, 0.22193)
O (-4.53233, -2.53314, 0.94205)
O (-2.62874, -1.43088, 0.56776)
H (-3.85267, -2.46513, -5.09580)
H (-5.75175, -3.44612, -3.78044)
H (-5.67160, -3.29033, -1.27389)
C (2.89432, 0.78877, 0.87172)
N (1.93422, -0.12333, 1.47664)
C (1.25684, 0.55880, 2.57068)
N (2.20264, 1.04242, 3.58589)
C (3.14488, 1.93477, 2.92148)
N (3.87838, 1.27895, 1.84503)
C (4.56571, 0.11070, 2.39539)
N (3.64823, -0.82028, 3.03116)
C (2.66652, -1.25873, 2.03365)
C (2.94702, -0.11143, 4.08889)
H (2.36593, 1.64823, 0.44799)
H (3.42724, 0.26631, 0.07477)
H (0.56015, -0.13594, 3.04606)
H (0.69495, 1.41061, 2.17341)
H (3.85748, 2.31533, 3.66325)
H (2.58888, 2.77782, 2.49886)
H (5.30173, 0.44881, 3.13641)
H (5.08876, -0.40304, 1.58399)
H (1.96300, -1.94372, 2.50970)
H (3.17573, -1.79576, 1.23236)
H (3.68058, 0.24255, 4.82444)
H (2.25008, -0.79761, 4.57870)
C (-2.76434, 1.79331, -3.13219)
Si (-1.86311, 2.05087, -1.43942)
C (-3.39931, 2.73241, -0.36886)
C (-2.95292, 3.47292, 0.88929)
C (-4.18809, 1.50258, 0.08025)
C (-4.35941, 3.63909, -1.14480)
C (-0.52047, 3.46217, -1.86630)
C (0.24098, 3.91075, -0.62107)
C (-1.12323, 4.69318, -2.53921)
C (0.48616, 2.83818, -2.82982)
H (-3.16630, 2.69068, -3.59975)
H (-3.58979, 1.09885, -2.98201)
H (-2.09377, 1.32370, -3.84272)
H (-2.21310, 2.88733, 1.43106)
H (-3.80418, 3.64900, 1.55121)
H (-2.52243, 4.44143, 0.64338)
H (-3.57497, 0.84796, 0.69597)
H (-4.53221, 0.92449, -0.77620)
H (-5.06652, 1.80041, 0.65836)
H (-3.84722, 4.50752, -1.55152)
H (-5.16156, 3.99096, -0.49007)
H (-4.81535, 3.09295, -1.96573)
H (-0.42955, 4.36467, 0.10175)
H (1.00935, 4.64586, -0.87367)
H (0.72058, 3.05304, -0.15011)
H (-1.79935, 5.20811, -1.86095)
H (-1.67271, 4.40379, -3.43067)
H (-0.34117, 5.39792, -2.83492)
H (0.93344, 1.94479, -2.39668)
H (1.28627, 3.54151, -3.07487)
H (-0.00334, 2.54259, -3.75211)
Se (2.45691, -4.44923, 0.13335)
C (3.70454, -5.26001, 1.27923)
C (5.02480, -4.81896, 1.33388)
C (5.95351, -5.48331, 2.10659)
C (5.58679, -6.59155, 2.85557)
C (4.26302, -7.00666, 2.84206)
C (3.33420, -6.35001, 2.06433)
H (5.31712, -3.95920, 0.74830)
H (6.98010, -5.13378, 2.12686)
H (6.32482, -7.12169, 3.44690)
H (3.94787, -7.85126, 3.44511)
H (2.30630, -6.68082, 2.04196)

Formula: C28H42BF4KO21
Source: the Open Molecules 2025 dataset
Level of theory: the ωB97M-V functional and the def2-TZVPD basis

Results
Energy: -3696.81363 hartree
Charge: 0
2S+1: 1
Lowest unoccupied orbital energy: -1.45 eV
Energy relative to the best compared isomer or geometry (same formula, charge and spin): 0.0000 eV
Orbital gap: 9.688 eV

CARTESIAN COORDINATES (ANGSTROEM)
K (11.73827, 17.78594, -2.91707)
B (8.69504, 17.43093, -4.35160)
F (9.24963, 18.56184, -3.71231)
F (8.36645, 17.69097, -5.68457)
F (9.72716, 16.46518, -4.39879)
F (7.55548, 16.99170, -3.67672)
C (5.50133, 14.77752, -4.56217)
C (5.71443, 13.30775, -4.79034)
C (7.02643, 12.98945, -5.53079)
O (7.68497, 12.05538, -4.67185)
C (6.92747, 11.80035, -3.58766)
O (7.12281, 10.91400, -2.82579)
O (5.93356, 12.71226, -3.47990)
H (4.47725, 14.97219, -4.24548)
H (5.68873, 15.38599, -5.45083)
H (6.21767, 15.13336, -3.82592)
H (4.84956, 12.79209, -5.20412)
H (7.62648, 13.89377, -5.62919)
H (6.81382, 12.54357, -6.49493)
C (11.27262, 16.50394, -8.56103)
C (9.81753, 16.21293, -8.89186)
C (9.57472, 16.04418, -10.37781)
O (8.78362, 14.86873, -10.53013)
C (8.76318, 14.23305, -9.35610)
O (8.26510, 13.16925, -9.15691)
O (9.48197, 14.88201, -8.41236)
H (11.53185, 17.34635, -9.21621)
H (11.91280, 15.66490, -8.81028)
H (11.38120, 16.96494, -7.57633)
H (9.16495, 16.92921, -8.39478)
H (10.48725, 15.89126, -10.97218)
H (9.21321, 16.93364, -10.89891)
C (11.27732, 13.93884, -5.58452)
C (11.32855, 12.42838, -5.48242)
C (11.74494, 11.80185, -6.84620)
O (12.77390, 10.88543, -6.46154)
C (13.15227, 11.08937, -5.19777)
O (14.02909, 10.52065, -4.63796)
O (12.38674, 12.04138, -4.60292)
H (12.09372, 14.38185, -6.16211)
H (11.23679, 14.39912, -4.60235)
H (10.38709, 14.27091, -6.11339)
H (10.35084, 12.10313, -5.12684)
H (12.15669, 12.55267, -7.51312)
H (10.89394, 11.24914, -7.23282)
C (5.70953, 21.04057, -4.85634)
C (6.42491, 19.83469, -5.47232)
C (5.53857, 18.60621, -5.68110)
O (5.67804, 18.30809, -7.07284)
C (6.33626, 19.29044, -7.70546)
O (6.62283, 19.28531, -8.85907)
O (6.76082, 20.21918, -6.82187)
H (4.65684, 20.81837, -4.67064)
H (5.81978, 21.97209, -5.40788)
H (6.10000, 21.30927, -3.86831)
H (7.31136, 19.66832, -4.86810)
H (4.49994, 18.84757, -5.45191)
H (5.87357, 17.71784, -5.15814)
C (10.35845, 13.67528, -1.86779)
C (10.03240, 15.10116, -1.51805)
C (8.68193, 15.31414, -0.79961)
O (9.01354, 16.15222, 0.32114)
C (10.35051, 16.12683, 0.52566)
O (10.89573, 16.67534, 1.42627)
O (10.97392, 15.52676, -0.51461)
H (9.66845, 13.29080, -2.62267)
H (10.28073, 13.00161, -1.01436)
H (11.38024, 13.61807, -2.24244)
H (10.00150, 15.78122, -2.37702)
H (8.45151, 14.33645, -0.36072)
H (7.82852, 15.67320, -1.36261)
C (10.77696, 21.56216, -4.99794)
C (10.80773, 21.69128, -6.50159)
C (9.53648, 22.19897, -7.20031)
O (9.86158, 23.57232, -7.47228)
C (11.18457, 23.77283, -7.36250)
O (11.77054, 24.75320, -7.67012)
O (11.79064, 22.64600, -6.88365)
H (11.65193, 21.98172, -4.50620)
H (10.58840, 20.54134, -4.66047)
H (9.92892, 22.07201, -4.52179)
H (11.00930, 20.73281, -6.98681)
H (8.66897, 22.12288, -6.54936)
H (9.32781, 21.77128, -8.17865)
C (5.78533, 18.32911, -0.83481)
C (6.80026, 19.27706, -0.21147)
C (8.29342, 19.03812, -0.54559)
O (8.65983, 20.16849, -1.30286)
C (7.69216, 21.11390, -1.25971)
O (7.84961, 22.25047, -1.55392)
O (6.54428, 20.56526, -0.80846)
H (4.87589, 18.81713, -1.17927)
H (5.62632, 17.44578, -0.22032)
H (6.18689, 18.00786, -1.80815)
H (6.68708, 19.30725, 0.87262)
H (8.45079, 18.05395, -0.97683)
H (8.83487, 19.04100, 0.40381)

Formula: C28H42BN6O2PSZr
Source: the Open Molecules 2025 dataset
Level of theory: the ωB97M-V functional and the def2-TZVPD basis

Results
Energy: -2382.31583 hartree
Charge: +2
2S+1: 1
Lowest unoccupied orbital energy: -6.93 eV
Energy relative to the best compared isomer or geometry (same formula, charge and spin): 0.4877 eV
Orbital gap: 7.276 eV

CARTESIAN COORDINATES (ANGSTROEM)
Zr (-0.83468, -0.31621, 0.16406)
C (-4.52996, -1.01908, 1.12264)
C (-4.00547, 0.36540, 0.94240)
C (-4.67285, 1.57286, 1.08965)
C (-3.75088, 2.57135, 0.81290)
C (-3.93080, 4.05226, 0.82692)
N (-2.58412, 1.98480, 0.50859)
N (-2.72925, 0.61574, 0.58489)
B (-1.18321, 2.60188, 0.25869)
N (-0.67299, 2.09041, -1.14187)
N (-1.13074, 0.85320, -1.57805)
C (-1.24894, 0.89341, -2.91894)
C (-1.79652, -0.23991, -3.71548)
C (-0.82206, 2.14396, -3.35308)
C (-0.48190, 2.87114, -2.22413)
C (-0.00610, 4.27827, -2.11730)
N (-0.26834, 2.09750, 1.44634)
N (-0.47762, 0.82281, 1.94799)
C (-0.25357, 0.84598, 3.26610)
C (-0.49867, -0.34044, 4.13847)
C (0.16342, 2.12760, 3.62411)
C (0.12736, 2.88903, 2.47165)
C (0.43920, 4.33615, 2.29220)
H (-5.54794, -0.98683, 1.50188)
H (-3.92692, -1.58439, 1.83306)
H (-4.53905, -1.55940, 0.17684)
H (-5.70864, 1.71215, 1.35876)
H (-4.96801, 4.29108, 1.04796)
H (-3.67376, 4.49454, -0.13724)
H (-3.30292, 4.51856, 1.58914)
H (-1.21512, 3.79173, 0.26363)
H (-2.15091, -1.04099, -3.07499)
H (-1.05100, -0.63616, -4.40422)
H (-2.63551, 0.12098, -4.31254)
H (-0.78583, 2.49161, -4.37587)
H (0.29427, 4.63917, -3.09765)
H (0.84405, 4.35619, -1.43960)
H (-0.79597, 4.93247, -1.74248)
H (-0.73527, -1.22839, 3.55940)
H (-1.34375, -0.13248, 4.79571)
H (0.35790, -0.55425, 4.77705)
H (0.43723, 2.46826, 4.61270)
H (1.04299, 4.68499, 3.12706)
H (-0.47318, 4.93630, 2.26525)
H (0.98400, 4.51295, 1.36588)
O (2.10426, -4.99823, -5.46061)
C (2.25050, -3.90355, -4.70113)
O (3.17458, -3.16240, -4.86379)
C (1.22207, -3.63502, -3.62908)
C (1.13808, -2.32470, -3.17259)
C (0.26641, -2.01934, -2.15186)
C (-0.54413, -2.98625, -1.57077)
S (-1.73083, -2.56034, -0.30473)
C (-0.45060, -4.29662, -2.01303)
C (0.43177, -4.61306, -3.04060)
H (1.27220, -5.45604, -5.29323)
H (1.78192, -1.57714, -3.62147)
H (0.22269, -0.98769, -1.81011)
H (-1.06634, -5.06432, -1.56005)
H (0.50460, -5.65029, -3.35222)
C (1.13252, -3.26915, 2.17241)
C (1.93608, -1.96965, 2.24996)
P (1.86675, -0.87403, 0.77368)
C (2.93468, -1.73290, -0.43456)
C (4.39311, -1.95261, -0.03126)
C (2.78032, 0.64455, 1.26581)
C (3.81815, 0.50222, 2.38101)
H (1.27540, -3.85270, 3.08186)
H (1.44472, -3.89197, 1.33194)
H (0.06541, -3.09822, 2.06236)
H (2.99039, -2.20191, 2.39237)
H (1.63683, -1.37323, 3.10868)
H (2.89417, -1.15242, -1.35630)
H (2.44502, -2.68295, -0.65560)
H (4.92915, -1.01200, 0.09697)
H (4.89095, -2.50085, -0.83177)
H (4.49706, -2.54295, 0.87938)
H (2.03590, 1.38348, 1.56019)
H (3.24079, 1.02608, 0.35069)
H (3.35193, 0.26156, 3.33609)
H (4.33617, 1.45396, 2.50335)
H (4.56934, -0.25554, 2.16955)